{
  "formula": "C3H6F3FeO",
  "method": "wB97M-V/def2-TZVPD",
  "elements": ["F", "F", "H", "H", "H", "C", "H", "C", "H", "Fe", "H", "O", "F", "C"],
  "positions_angstrom": [[0.23063, -0.32318, 2.47010], [-2.31655, 1.58396, -0.16720], [0.91331, 0.60814, -0.80301], [0.06647, -1.16893, -2.07676], [-0.35288, -2.67339, -1.22434], [1.09868, -0.02634, 0.08058], [1.52422, 1.04418, 1.95579], [-0.26016, -1.58699, -1.10977], [2.19547, 0.00569, 0.15254], [-2.91523, 3.00302, -1.27380], [-1.24295, -1.19476, -0.80646], [0.71578, -1.35619, -0.11994], [-0.30045, 1.53144, 1.41215], [0.64366, 0.55336, 1.51013]],
  "forces_ev_per_a": [[-0.093, -0.323, -1.088], [-0.777, 1.331, -1.319], [-0.725, 0.134, 0.664], [-0.254, 0.001, 0.207], [0.098, 0.247, 0.069], [0.237, -0.272, 1.171], [-0.117, -0.089, -0.221], [-0.303, -0.104, -0.116], [-0.102, -0.331, 0.114], [0.578, -1.378, 1.108], [0.240, 0.108, -0.217], [0.236, -0.075, 0.086], [-0.013, -0.374, -0.099], [0.996, 1.124, -0.361]],
  "lowdin_charge": [0.06, -0.65, 0.13, 0.09, 0.09, -0.13, 0.14, -0.10, 0.12, 0.69, 0.09, -0.19, 0.01, -0.33],
  "homo_lumo_gap_ev": [8.327, 8.475],
  "e_homo_ev": [-8.1076, -9.8280],
  "relative_energy_kj_mol": 0.0,
  "lumo_ev": [0.2, -1.4],
  "multiplicity": 6,
  "e_tot_ha": -1756.33572
}

---

{
  "formula": "C3H6FN",
  "method": "wB97M-V/def2-TZVPD",
  "elements": ["F", "H", "C", "H", "C", "C", "H", "H", "N", "H", "H"],
  "positions_angstrom": [[-0.97907, -1.39279, 0.15387], [-1.15570, 1.79728, 0.74944], [-0.86702, -0.13736, -0.53414], [0.52193, 0.78716, -1.49797], [0.41562, 0.25930, -0.61706], [-0.58681, 0.85356, 0.47563], [1.53814, -0.25616, 1.30015], [-1.61777, -0.08113, -1.36104], [1.60393, -0.49417, 0.01008], [1.45475, -1.57334, -0.14903], [-0.32800, 0.23763, 1.47007]],
  "forces_ev_per_a": [[-0.730, -0.174, -1.098], [1.181, -0.989, -1.279], [-6.389, -4.522, 1.311], [1.487, 1.347, -1.526], [5.179, 1.229, 3.231], [0.564, 0.156, 2.683], [0.169, -1.401, -5.509], [0.809, 0.046, 0.820], [-1.692, -0.194, 2.848], [0.143, 2.806, 0.790], [-0.721, 1.696, -2.271]],
  "lowdin_charge": [-0.07, 0.11, -0.38, 0.11, -0.30, -0.04, 0.20, 0.17, -0.02, 0.09, 0.13],
  "homo_lumo_gap_ev": 10.664,
  "e_homo_ev": -9.6434,
  "relative_energy_kj_mol": 299.0,
  "lumo_ev": 1.0,
  "multiplicity": 1,
  "e_tot_ha": -272.37725
}

---

{
  "formula": "C3H6FN",
  "method": "wB97M-V/def2-TZVPD",
  "elements": ["N", "H", "H", "C", "C", "F", "H", "C", "H", "H", "H"],
  "positions_angstrom": [[-0.61495, 0.35317, 0.06524], [-1.85169, -1.23209, -0.62867], [-2.08526, -0.13346, 1.00465], [-1.95807, -0.20964, -0.06689], [0.39970, -0.32663, 0.02415], [2.84077, -0.35717, 0.08362], [-2.47909, 0.57650, -0.64849], [1.78769, 0.47662, 0.13595], [0.53707, -1.39834, -0.18437], [1.87428, 1.14402, 0.96401], [1.54956, 1.10702, -0.74920]],
  "forces_ev_per_a": [[-5.262, 1.257, -1.918], [-0.416, 1.928, 1.285], [-2.241, -1.328, 0.132], [1.193, 1.680, -0.319], [8.943, -2.739, 1.445], [0.560, -0.193, -0.429], [-0.622, -1.020, 0.388], [-3.379, -0.210, -1.533], [-0.475, 0.509, -0.010], [0.001, 0.165, 1.000], [1.697, -0.048, -0.041]],
  "lowdin_charge": [-0.02, 0.13, 0.07, -0.07, -0.27, -0.02, 0.08, -0.22, 0.12, 0.09, 0.11],
  "homo_lumo_gap_ev": [6.065, 7.787],
  "e_homo_ev": [-4.8882, -10.2612],
  "relative_energy_kj_mol": 139.7,
  "lumo_ev": [1.2, -2.5],
  "multiplicity": 3,
  "e_tot_ha": -272.28349
}

---

{
  "formula": "C3H6FN3O",
  "method": "wB97M-V/def2-TZVPD",
  "elements": ["O", "N", "H", "F", "C", "C", "N", "H", "N", "H", "H", "C", "H", "H"],
  "positions_angstrom": [[-1.33072, -1.73086, -0.00321], [0.54488, -0.48476, -0.00671], [1.53741, 2.55280, -0.00035], [-3.00657, 0.25977, 0.00449], [-0.84304, -0.60867, 0.00383], [1.29440, 0.67823, 0.00713], [0.78773, 1.84536, 0.00139], [-1.47956, 1.24021, -0.90264], [1.30214, -1.66703, 0.00213], [1.00848, -2.21032, -0.79594], [-1.50209, 1.25956, 0.89545], [-1.69915, 0.63573, -0.00791], [2.38524, 0.44348, -0.01801], [1.00086, -2.21349, 0.82037]],
  "forces_ev_per_a": [[0.449, 1.160, 0.063], [-0.033, 0.159, 0.121], [-0.488, -0.494, -0.001], [-0.439, -0.118, -0.117], [-0.441, -1.368, -0.128], [0.780, 0.615, -0.233], [0.624, -0.067, 0.073], [-0.098, -0.162, 0.346], [-0.111, -0.275, 0.627], [-0.045, -0.204, -0.227], [0.009, -0.386, -0.704], [0.465, 0.774, 0.500], [-0.858, 0.117, 0.102], [0.187, 0.250, -0.423]],
  "lowdin_charge": [0.09, -0.12, 0.06, -0.01, -0.38, -0.23, 0.09, 0.12, 0.08, 0.09, 0.13, -0.16, 0.13, 0.11],
  "homo_lumo_gap_ev": 10.845,
  "e_homo_ev": -10.0756,
  "smiles": "[H]/N=C/N(N)C(=O)CF",
  "relative_energy_kj_mol": 0.0,
  "lumo_ev": 0.8,
  "multiplicity": 1,
  "e_tot_ha": -457.25711
}